1.
ORCA calculation (ωB97M-V/def2-TZVPD) on a structure of composition C22H24CuN3O5Si.

Properties
Net charge: -1
<S²>: 0.75
Energy relative to the best compared isomer or geometry (same formula, charge and spin) (kcal/mol): 0.0
Calculated total energy (Ha): -3323.39048
Orbital gap (spin up / spin down) (eV): 7.029 / 6.960
2S+1: 2
Highest occupied orbital energy (spin up / spin down) (eV): -4.446 / -4.379

Cartesian coordinates (Å):
Cu (-0.41223, -0.53171, -0.60499)
O (-1.32740, -6.59353, -0.51663)
C (-0.99407, -5.27695, -0.57422)
C (0.27301, -4.82057, -0.24939)
C (0.55237, -3.46705, -0.34039)
N (-0.40061, -2.58810, -0.67047)
C (-1.61117, -3.04006, -1.02905)
C (-1.95755, -4.37078, -0.99874)
C (-2.56177, -1.97944, -1.57760)
O (-3.70037, -2.30189, -1.87921)
O (-2.01363, -0.83110, -1.71315)
C (2.00883, -2.98621, -0.15406)
O (2.65106, -3.60123, 0.71750)
O (2.32461, -2.02918, -0.87891)
H (-0.55541, -7.09297, -0.22798)
H (1.07369, -5.48022, 0.06262)
H (-2.94711, -4.67142, -1.30905)
C (3.96224, 0.53340, 3.82993)
C (2.89872, 0.28449, 2.80055)
C (1.98095, -0.74483, 2.94136)
C (1.05130, -0.96654, 1.94401)
N (0.97851, -0.21430, 0.84845)
C (1.84713, 0.78769, 0.70616)
C (2.81762, 1.05851, 1.64816)
H (3.70211, 0.07847, 4.78476)
H (4.11867, 1.60150, 3.98285)
H (4.90965, 0.10238, 3.50041)
H (1.99836, -1.39618, 3.80449)
H (0.34870, -1.78581, 2.02083)
H (1.75058, 1.37997, -0.19327)
H (3.50855, 1.87405, 1.47715)
C (-3.09096, 0.60599, 0.83432)
Si (-1.82212, 1.94959, 0.49787)
C (-2.78739, 3.52424, 0.11892)
C (-0.93793, 2.25533, 2.14129)
N (-0.70387, 1.43832, -0.69456)
C (-0.24408, 2.02438, -1.84092)
C (-0.28550, 3.41757, -2.07853)
C (0.23838, 3.97845, -3.22999)
C (0.84652, 3.19644, -4.20407)
C (0.91590, 1.82634, -3.98680)
C (0.38750, 1.25478, -2.84298)
H (-3.80096, 0.95173, 1.59196)
H (-2.62537, -0.30593, 1.22329)
H (-3.63923, 0.33227, -0.06749)
H (-3.59226, 3.60883, 0.85504)
H (-3.23823, 3.50512, -0.87468)
H (-2.17317, 4.42247, 0.20080)
H (-1.57554, 2.82293, 2.82563)
H (-0.01672, 2.82331, 1.98900)
H (-0.67124, 1.31998, 2.63867)
H (-0.72804, 4.06459, -1.33569)
H (0.17650, 5.05348, -3.36137)
H (1.25777, 3.64124, -5.10078)
H (1.38607, 1.18227, -4.72076)
H (0.44864, 0.17590, -2.73032)

***

2.
ORCA calculation (ωB97M-V/def2-TZVPD) on a structure of composition C13H26MoO2S4SbSe6.

Properties
Net charge: -1
<S²>: 2.05
Energy relative to the best compared isomer or geometry (same formula, charge and spin) (kcal/mol): 2.8
Calculated total energy (Ha): -16971.38348
Orbital gap (spin up / spin down) (eV): 5.869 / 6.137
2S+1: 3
Highest occupied orbital energy (spin up / spin down) (eV): -4.578 / -4.571

Cartesian coordinates (Å):
Mo (-0.24250, 1.18442, 0.57252)
C (2.15706, 0.54280, -2.00827)
C (1.23786, -0.64550, -2.20225)
S (0.45898, -0.98739, -0.60687)
C (-0.66969, -2.33956, -1.03654)
C (-1.76749, -2.08263, -2.05751)
S (-3.14228, -1.18852, -1.29395)
C (-3.80959, -0.24585, -2.69300)
C (-3.25261, 1.16397, -2.83932)
S (-1.51218, 1.12090, -3.32828)
C (-0.96121, 2.74188, -2.76385)
C (0.54911, 2.82587, -2.68404)
S (1.37086, 2.00466, -1.26964)
H (2.62004, 0.84388, -2.94852)
H (2.95221, 0.30151, -1.29970)
H (1.80954, -1.52847, -2.49718)
H (0.47383, -0.43268, -2.94583)
H (-1.09019, -2.64198, -0.07529)
H (-0.01519, -3.14041, -1.38897)
H (-2.11297, -3.05220, -2.42487)
H (-1.38894, -1.51797, -2.90728)
H (-4.88168, -0.17492, -2.50524)
H (-3.68717, -0.82949, -3.60843)
H (-3.31770, 1.69834, -1.89067)
H (-3.82810, 1.71506, -3.58503)
H (-1.41045, 2.95480, -1.79329)
H (-1.31839, 3.51490, -3.44502)
H (0.82253, 3.87271, -2.55307)
H (1.03380, 2.46075, -3.59255)
O (0.73985, -0.01418, 4.82517)
C (1.89523, -0.73476, 4.48462)
C (1.87920, -1.46715, 3.12061)
C (2.70113, -2.74952, 3.36240)
O (3.02651, -3.49241, 2.19497)
C (2.60515, -0.65376, 2.05231)
Se (2.00058, 1.19859, 1.81737)
C (0.47871, -1.90463, 2.68151)
Se (-0.97011, -0.63426, 2.21592)
H (0.63064, 0.69569, 4.17365)
H (2.01425, -1.46914, 5.28744)
H (2.78409, -0.08861, 4.50022)
H (2.16680, -3.38291, 4.08232)
H (3.66071, -2.47534, 3.80784)
H (2.20347, -3.72110, 1.75183)
H (2.57761, -1.17005, 1.09601)
H (3.65595, -0.55965, 2.33647)
H (0.01348, -2.46330, 3.49706)
H (0.57215, -2.58840, 1.83193)
Se (-3.22238, 5.02903, 3.03726)
Sb (-2.51366, 4.14027, 0.94468)
Se (0.00910, 3.71091, 0.89873)
Se (-2.70174, 1.59804, 0.81570)
Se (-3.28418, 5.05776, -1.14408)

***

What did the first record say?
ORCA calculation (ωB97M-V/def2-TZVPD) on a structure of composition C22H24CuN3O5Si.

Properties
Net charge: -1
<S²>: 0.75
Energy relative to the best compared isomer or geometry (same formula, charge and spin) (kcal/mol): 0.0
Calculated total energy (Ha): -3323.39048
Orbital gap (spin up / spin down) (eV): 7.029 / 6.960
2S+1: 2
Highest occupied orbital energy (spin up / spin down) (eV): -4.446 / -4.379

Cartesian coordinates (Å):
Cu (-0.41223, -0.53171, -0.60499)
O (-1.32740, -6.59353, -0.51663)
C (-0.99407, -5.27695, -0.57422)
C (0.27301, -4.82057, -0.24939)
C (0.55237, -3.46705, -0.34039)
N (-0.40061, -2.58810, -0.67047)
C (-1.61117, -3.04006, -1.02905)
C (-1.95755, -4.37078, -0.99874)
C (-2.56177, -1.97944, -1.57760)
O (-3.70037, -2.30189, -1.87921)
O (-2.01363, -0.83110, -1.71315)
C (2.00883, -2.98621, -0.15406)
O (2.65106, -3.60123, 0.71750)
O (2.32461, -2.02918, -0.87891)
H (-0.55541, -7.09297, -0.22798)
H (1.07369, -5.48022, 0.06262)
H (-2.94711, -4.67142, -1.30905)
C (3.96224, 0.53340, 3.82993)
C (2.89872, 0.28449, 2.80055)
C (1.98095, -0.74483, 2.94136)
C (1.05130, -0.96654, 1.94401)
N (0.97851, -0.21430, 0.84845)
C (1.84713, 0.78769, 0.70616)
C (2.81762, 1.05851, 1.64816)
H (3.70211, 0.07847, 4.78476)
H (4.11867, 1.60150, 3.98285)
H (4.90965, 0.10238, 3.50041)
H (1.99836, -1.39618, 3.80449)
H (0.34870, -1.78581, 2.02083)
H (1.75058, 1.37997, -0.19327)
H (3.50855, 1.87405, 1.47715)
C (-3.09096, 0.60599, 0.83432)
Si (-1.82212, 1.94959, 0.49787)
C (-2.78739, 3.52424, 0.11892)
C (-0.93793, 2.25533, 2.14129)
N (-0.70387, 1.43832, -0.69456)
C (-0.24408, 2.02438, -1.84092)
C (-0.28550, 3.41757, -2.07853)
C (0.23838, 3.97845, -3.22999)
C (0.84652, 3.19644, -4.20407)
C (0.91590, 1.82634, -3.98680)
C (0.38750, 1.25478, -2.84298)
H (-3.80096, 0.95173, 1.59196)
H (-2.62537, -0.30593, 1.22329)
H (-3.63923, 0.33227, -0.06749)
H (-3.59226, 3.60883, 0.85504)
H (-3.23823, 3.50512, -0.87468)
H (-2.17317, 4.42247, 0.20080)
H (-1.57554, 2.82293, 2.82563)
H (-0.01672, 2.82331, 1.98900)
H (-0.67124, 1.31998, 2.63867)
H (-0.72804, 4.06459, -1.33569)
H (0.17650, 5.05348, -3.36137)
H (1.25777, 3.64124, -5.10078)
H (1.38607, 1.18227, -4.72076)
H (0.44864, 0.17590, -2.73032)